Record 1
C11H10ClNO2 | ωB97M-V/def2-TZVPD

E_LUMO (alpha / beta): -0.015 / -1.393 eV
gap between HOMO and LUMO (alpha / beta): 7.806 / 6.577 eV
charge: 0

Positions of all 25 atoms, in Å:
C 2.8988 0.0369 1.3110
C 1.8601 -0.3620 2.1421
C 2.6180 0.1900 0.0208
C 0.6172 -0.6928 1.6979
C 1.4539 -0.1703 -0.5451
C 0.3202 -0.5014 0.2827
C 1.3237 -0.2413 -2.0424
C 1.4109 0.7834 -2.7792
C -1.6218 2.4644 0.4685
C -3.0823 -0.5252 -0.8430
C -2.0224 -1.0096 0.1235
N -0.7955 -0.5826 -0.3190
O -2.0574 1.9471 1.3729
O -1.1705 2.9139 -0.4763
Cl 2.1881 2.1951 -2.8538
H 3.9123 0.1673 1.7506
H 2.1216 -0.5958 3.1443
H 3.5305 0.3346 -0.6086
H -0.2811 -0.9302 2.3746
H 1.2172 -1.2498 -2.4404
H -3.9860 -0.9550 -0.6613
H -3.1631 0.5064 -0.6036
H -2.8202 -0.7505 -1.7754
H -2.2107 -2.1450 0.1196
H -2.2615 -0.8278 1.1395

Atomic partial charges in e from the Mulliken method, atoms 1 to 4:
1. C -0.554
2. C -0.436
3. C -0.102
4. C -0.613


Record 2
C11H10ClNOTi | ωB97M-V/def2-TZVPD

E_LUMO (alpha / beta): 5.086 / 4.984 eV
gap between HOMO and LUMO (alpha / beta): 4.716 / 4.745 eV
charge: -2
spin multiplicity: 3

Positions of all 25 atoms, in Å:
C 1.4925 1.0548 2.4792
C 0.2984 1.7830 1.8926
C 0.5258 1.9240 0.4942
H -0.3597 2.3961 2.5465
C 1.6423 1.1539 0.1478
C 2.2839 0.6601 1.3303
H 3.2200 0.1171 1.3703
H 1.6566 0.8409 3.5647
H 0.0119 2.6485 -0.1341
H 2.1058 1.3122 -0.8023
Ti 0.5155 -0.5826 1.7789
Cl -1.4885 -1.0185 2.6985
C -1.7570 -1.4935 -1.7960
C -0.7861 -0.7477 -2.5344
C -1.0829 0.6151 -2.4161
H -0.0570 -1.1990 -3.2167
C -2.2360 0.7574 -1.6052
C -2.6562 -0.5587 -1.2210
H -3.4188 -0.7606 -0.4584
H -1.8343 -2.6015 -1.7914
H -0.4461 1.4393 -2.7626
H -2.5104 1.7157 -1.1316
O 1.8728 -4.3295 0.5744
C 1.6589 -3.1554 0.4918
N 1.3488 -1.9711 0.5006

Atomic partial charges in e from the Mulliken method, atoms 1 to 4:
1. C -0.402
2. C -0.655
3. C 0.228
4. H 0.346


Record 3
C11H10N2 | ωB97M-V/def2-TZVPD

E_LUMO: 0.606 eV
gap between HOMO and LUMO: 9.590 eV
SMILES: Cc1ncncc1-c1ccccc1
charge: 0

Positions of all 23 atoms, in Å:
C 2.4013 -0.6251 0.5727
C 1.1460 -1.4617 0.4727
N 1.3153 -2.7630 0.7742
C 0.2368 -3.5530 0.8630
N -0.9886 -3.0890 0.6872
C -1.1893 -1.8573 0.3083
C -0.1157 -0.9619 0.2228
C -0.4340 0.4634 -0.1200
C -1.5451 1.1157 0.4222
C -1.9132 2.3715 -0.0420
C -1.0919 3.0337 -0.9615
C 0.0170 2.3907 -1.4927
C 0.3112 1.1001 -1.1190
H 3.2236 -1.2027 0.9475
H 2.2359 0.2633 1.2069
H 2.7012 -0.2423 -0.4381
H 0.4102 -4.5653 1.1220
H -2.1893 -1.5421 0.0995
H -2.1563 0.6641 1.2010
H -2.7674 2.8642 0.4213
H -1.2927 4.0699 -1.2298
H 0.5815 2.8879 -2.2391
H 1.1033 0.6388 -1.6790

Atomic partial charges in e from the Mulliken method, atoms 1 to 4:
1. C -1.156
2. C 0.646
3. N -0.615
4. C -0.148


Record 4
C11H10NO2 | ωB97M-V/def2-TZVPD

E_LUMO (alpha / beta): 2.964 / 2.964 eV
gap between HOMO and LUMO (alpha / beta): 7.420 / 7.421 eV
charge: -1

Positions of all 24 atoms, in Å:
C 1.7413 -1.8723 -2.0897
C 0.6373 -1.7383 -1.7155
C 1.0082 2.8975 0.0825
C 0.2000 2.5649 -0.9985
C 1.2052 1.9375 1.0602
C -0.4825 1.3390 -1.1039
C 0.6042 0.7116 0.9462
C -0.3694 0.4364 -0.0296
C -3.5512 0.3974 -0.3873
C -0.9717 -1.9031 1.0415
C -1.2237 -0.7484 0.0568
N -2.4321 -0.7965 -0.4227
O -4.5850 -0.0311 -0.7502
O -3.1251 1.4192 0.0030
H 2.7434 -2.0025 -2.5972
H 1.4071 3.8871 0.1456
H 0.1223 3.2743 -1.6821
H 1.8580 2.0898 1.9003
H -1.1925 0.9762 -1.8133
H 0.6207 -0.1149 1.7158
H -1.2890 -1.4687 2.0206
H -1.3532 -2.8423 0.5844
H 0.1708 -2.0100 1.0628
H -2.9997 -1.6293 -0.3507

Atomic partial charges in e from the Mulliken method, atoms 1 to 4:
1. C 0.025
2. C -1.108
3. C -0.432
4. C -0.836


Energy above the lowest of the compared OMol25 structures with the same formula, charge and spin in kJ/mol, matching the order above: 483.4 84.4 18.5 158.9
DFT total energy in hartree, matching the order above: -1090.416405 -1864.796004 -534.679917 -630.288514